DFT (ωB97M-V/def2-TZVPD) results for a structure of composition C26H48OP2W at a distorted geometry.

Geometry (Å):
W1 1.20 -0.32 1.10
C1 3.36 0.57 0.14
C2 2.78 1.44 1.11
C3 3.10 -0.65 2.12
C4 3.50 -0.72 0.72
C5 2.65 0.73 2.36
C6 4.05 0.97 -1.12
H1 3.67 1.89 -1.58
H2 4.04 0.19 -1.89
H3 5.12 1.17 -0.92
C7 4.19 -1.86 0.07
H4 4.20 -1.78 -1.03
H5 3.76 -2.82 0.33
H6 5.25 -1.88 0.38
C8 2.90 -1.83 2.98
H7 3.84 -2.14 3.45
H8 2.54 -2.69 2.38
H9 2.16 -1.64 3.76
C9 1.85 1.18 3.52
H10 2.47 1.42 4.39
H11 1.13 0.41 3.83
H12 1.26 2.08 3.28
C10 2.58 2.90 0.91
H13 3.32 3.48 1.48
H14 1.59 3.24 1.24
H15 2.70 3.21 -0.14
C11 0.17 -0.86 -2.41
C12 0.82 0.27 -2.75
C13 0.65 1.64 -2.11
C14 -0.43 1.85 -1.02
C15 -0.45 1.22 0.34
C16 -1.52 0.22 0.68
C17 -1.48 -1.05 -0.17
C18 -1.15 -1.02 -1.73
H16 0.41 2.43 -2.87
H17 -1.43 1.67 -1.54
H18 1.62 1.89 -1.64
H19 -1.84 -0.26 -2.18
H20 0.77 -1.78 -2.35
H21 1.87 0.14 -3.09
H22 -1.50 -2.02 -2.06
H23 -0.96 -1.85 0.37
H24 -1.45 -0.08 1.73
H25 -2.49 -1.49 -0.15
H26 -0.44 2.92 -0.84
H27 -0.44 2.03 1.11
P1 -3.11 1.23 -2.16
C19 -3.87 0.32 -3.53
C20 -3.48 2.95 -2.58
P2 -3.11 1.08 0.90
C21 -4.05 0.87 -0.65
C22 -3.09 2.86 1.23
C23 -4.19 0.27 2.10
H28 -4.11 -0.72 -3.24
H29 -3.17 0.31 -4.38
H30 -4.78 0.87 -3.78
H31 -4.55 2.94 -2.84
H32 -2.86 3.21 -3.45
H33 -3.27 3.62 -1.74
H34 -5.23 0.47 1.79
H35 -4.00 0.69 3.10
H36 -4.00 -0.81 2.11
H37 -4.44 -0.17 -0.70
H38 -4.86 1.61 -0.63
H39 -3.06 2.99 2.31
H40 -4.02 3.28 0.82
H41 -2.22 3.34 0.77
C24 1.82 -4.26 -0.41
C25 0.68 -3.47 0.16
C26 0.04 -4.10 1.38
O1 1.14 -2.14 0.47
H42 2.57 -4.47 0.36
H43 2.28 -3.74 -1.25
H44 1.46 -5.23 -0.78
H45 -0.08 -3.40 -0.63
H46 0.76 -4.17 2.20
H47 -0.84 -3.55 1.72
H48 -0.30 -5.12 1.15

Output
HOMO (spin up / spin down) = -12.5377 / -12.5243 eV
Expectation value of S² = 2.0221
ΔE to the lowest compared entry with this formula, charge and spin = 54.9 kcal/mol
Frontier orbital gap (spin up / spin down) = 0.220 / 0.224 Eh
Strongest force on any atom = 4.88 eV/Å
Net charge = +2
E_tot = -50172.2148 eV
Spin multiplicity = 3